{
  "formula": "C22H38ClO21",
  "method": "the ωB97M-V functional and the def2-TZVPD basis",
  "max_force_ha_per_bohr": 0.18102,
  "e_tot_ev": -78928.1399,
  "e_homo_ev": -6.67,
  "orbital_gap_ha": 0.326,
  "total_charge": -1,
  "species": ["Cl", "O", "O", "O", "O", "C", "C", "C", "O", "C", "O", "O", "H", "H", "H", "H", "H", "H", "C", "C", "C", "O", "C", "O", "O", "H", "H", "H", "H", "H", "H", "C", "C", "C", "O", "C", "O", "O", "H", "H", "H", "H", "H", "H", "C", "C", "C", "O", "C", "O", "O", "H", "H", "H", "H", "H", "H", "C", "C", "C", "O", "C", "O", "O", "H", "H", "H", "H", "H", "H", "C", "O", "H", "H", "H", "H", "C", "O", "H", "H", "H", "H"],
  "positions_angstrom": [[0.270, 0.164, 0.536], [0.210, 1.039, 1.666], [1.570, 0.349, -0.077], [0.172, -1.181, 0.997], [-0.832, 0.489, -0.355], [-3.720, 3.896, -0.365], [-2.767, 2.917, -1.050], [-2.816, 1.445, -0.514], [-3.099, 0.669, -1.665], [-3.280, 1.509, -2.737], [-3.694, 1.127, -3.864], [-3.089, 2.704, -2.407], [-3.605, 4.946, -0.633], [-3.547, 3.881, 0.712], [-4.761, 3.634, -0.554], [-1.771, 3.362, -1.041], [-3.688, 1.351, 0.133], [-1.859, 1.280, -0.018], [3.557, -2.028, 0.362], [2.198, -2.452, -0.245], [1.822, -1.584, -1.368], [1.738, -2.493, -2.388], [2.133, -3.703, -2.113], [2.291, -4.601, -2.909], [2.321, -3.739, -0.859], [3.452, -0.981, 0.646], [4.343, -2.173, -0.379], [3.677, -2.637, 1.258], [1.438, -2.314, 0.524], [2.573, -0.820, -1.566], [0.892, -1.132, -1.022], [2.159, -1.694, 2.631], [3.338, -0.725, 2.509], [3.089, 0.588, 1.872], [3.689, 1.556, 2.819], [3.952, 0.933, 3.925], [4.543, 1.434, 4.901], [3.790, -0.417, 3.764], [2.436, -2.746, 2.567], [1.562, -1.713, 1.719], [1.420, -1.622, 3.429], [4.156, -1.147, 1.925], [2.076, 0.792, 1.527], [3.598, 0.644, 0.910], [-0.031, 1.925, -2.193], [-0.302, 2.934, -1.075], [0.905, 3.278, -0.215], [0.848, 4.730, -0.147], [0.062, 5.146, -1.110], [-0.188, 6.316, -1.407], [-0.603, 4.108, -1.695], [0.481, 2.359, -3.052], [-0.950, 1.537, -2.633], [0.426, 0.976, -1.913], [-0.983, 2.652, -0.272], [1.823, 3.007, -0.738], [1.002, 2.803, 0.761], [-3.041, -1.463, -3.338], [-1.668, -1.520, -2.682], [-1.747, -1.895, -1.232], [-0.850, -2.990, -1.167], [-0.223, -3.278, -2.387], [0.478, -4.225, -2.518], [-0.753, -2.455, -3.298], [-2.976, -1.211, -4.397], [-3.625, -0.737, -2.773], [-3.519, -2.439, -3.257], [-1.184, -0.550, -2.794], [-2.728, -2.292, -0.971], [-1.375, -1.108, -0.576], [-2.012, -2.521, 1.743], [-1.523, -1.339, 2.356], [-3.083, -2.671, 1.607], [-1.645, -2.746, 0.741], [-1.693, -3.356, 2.368], [-1.103, -0.787, 1.692], [-0.116, 0.118, 3.735], [-0.011, -0.712, 4.843], [0.862, 0.555, 3.534], [-0.363, -0.302, 2.760], [-0.826, 0.917, 3.946], [0.298, -1.572, 4.550]],
  "lowdin_charge": [0.83, -0.32, -0.34, -0.36, -0.40, 0.01, -0.29, -0.07, 0.01, -0.56, 0.08, 0.15, 0.09, 0.09, 0.09, 0.05, 0.15, 0.03, -0.01, -0.25, -0.14, 0.08, -0.74, 0.13, 0.18, 0.04, 0.13, 0.09, 0.10, 0.15, 0.09, 0.01, -0.37, -0.07, 0.12, -0.53, 0.09, 0.11, 0.11, 0.03, 0.08, 0.12, 0.07, 0.13, 0.04, -0.40, -0.03, 0.12, -0.51, 0.12, 0.07, 0.12, 0.08, 0.07, 0.12, 0.14, 0.12, -0.02, -0.27, -0.13, 0.05, -0.47, 0.14, 0.14, 0.09, 0.06, 0.09, 0.13, 0.14, 0.08, -0.11, -0.16, 0.08, 0.05, 0.09, -0.01, -0.21, -0.07, 0.08, 0.01, 0.11, 0.06]
}

***

{
  "formula": "C22H38GeNO2PtSSi3",
  "method": "the ωB97M-V functional and the def2-TZVPD basis",
  "max_force_ha_per_bohr": 0.01695,
  "e_tot_ev": -123217.0163,
  "e_homo_ev": [-17.32, -17.05],
  "s_squared": 6.029,
  "orbital_gap_ha": [0.264, 0.153],
  "multiplicity": 5,
  "total_charge": 3,
  "species": ["Pt", "C", "O", "Si", "C", "C", "C", "Si", "C", "C", "C", "Si", "C", "C", "C", "H", "H", "H", "H", "H", "H", "H", "H", "H", "H", "H", "H", "H", "H", "H", "H", "H", "H", "H", "H", "H", "H", "H", "H", "H", "H", "H", "O", "S", "N", "Ge", "C", "C", "C", "C", "C", "C", "C", "C", "C", "C", "C", "C", "H", "H", "H", "H", "H", "H", "H", "H", "H", "H", "H"],
  "positions_angstrom": [[0.728, 0.435, -0.155], [-1.264, -2.402, -1.741], [-0.047, -1.822, -1.228], [1.511, -2.172, -1.734], [2.223, -3.561, -0.768], [1.680, -2.440, -3.540], [2.163, -0.426, -1.160], [1.964, 0.983, -2.598], [3.441, 0.742, -3.693], [2.067, 2.671, -1.779], [0.316, 0.803, -3.449], [3.627, -0.354, 0.193], [5.159, -0.756, -0.776], [3.263, -1.536, 1.589], [3.701, 1.360, 0.927], [-1.404, -2.137, -2.789], [-2.096, -2.008, -1.163], [-1.239, -3.487, -1.643], [1.888, -4.490, -1.241], [1.896, -3.567, 0.271], [3.316, -3.566, -0.798], [1.216, -3.401, -3.787], [2.732, -2.516, -3.829], [1.204, -1.674, -4.150], [4.373, 0.647, -3.136], [3.496, 1.653, -4.300], [3.331, -0.115, -4.357], [3.106, 2.999, -1.701], [1.622, 2.792, -0.782], [1.534, 3.366, -2.436], [0.458, 0.732, -4.530], [-0.287, 1.691, -3.253], [-0.258, -0.067, -3.131], [4.997, -1.462, -1.591], [5.876, -1.200, -0.078], [5.600, 0.157, -1.181], [3.644, -2.542, 1.409], [2.192, -1.608, 1.806], [3.767, -1.150, 2.480], [4.045, 2.121, 0.227], [4.434, 1.308, 1.740], [2.761, 1.700, 1.373], [-1.211, 2.012, -0.478], [-1.540, 1.961, 0.941], [-0.556, 1.016, 1.610], [-0.540, 0.681, 3.521], [-0.391, -1.232, 3.802], [0.054, -1.671, 5.096], [0.139, -3.006, 5.378], [-0.294, -3.933, 4.414], [-0.757, -3.510, 3.129], [-0.836, -2.178, 2.841], [-2.288, 1.139, 4.181], [-2.432, 2.170, 5.119], [-3.706, 2.543, 5.510], [-4.821, 1.871, 5.003], [-4.676, 0.827, 4.091], [-3.409, 0.443, 3.688], [0.624, 1.511, 4.037], [0.338, -0.949, 5.853], [0.501, -3.343, 6.341], [-0.307, -4.988, 4.661], [-1.055, -4.250, 2.397], [-1.198, -1.855, 1.872], [-1.573, 2.686, 5.528], [-3.834, 3.358, 6.209], [-5.811, 2.153, 5.338], [-5.546, 0.307, 3.713], [-3.295, -0.392, 3.005]],
  "lowdin_spin": [1.36, 0.01, 0.10, 0.10, 0.02, 0.01, 0.71, 0.13, 0.08, 0.04, 0.01, 0.13, 0.06, 0.01, 0.02, 0.00, 0.00, 0.00, 0.00, 0.00, 0.00, 0.00, 0.00, 0.00, 0.00, 0.01, 0.00, 0.00, 0.01, 0.01, 0.00, 0.00, 0.00, 0.00, 0.01, 0.00, 0.00, 0.00, 0.00, 0.00, 0.00, 0.01, 0.05, 0.03, 0.03, 0.02, 0.26, 0.10, 0.03, 0.26, 0.11, 0.04, 0.07, 0.01, 0.02, 0.04, 0.00, 0.03, 0.00, 0.00, 0.00, 0.01, 0.00, 0.00, 0.00, 0.00, 0.00, 0.00, 0.00]
}

***

{
  "formula": "C22H38N2",
  "method": "the ωB97M-V functional and the def2-TZVPD basis",
  "max_force_ha_per_bohr": 0.00763,
  "e_above_lowest_kj_mol": 21.57,
  "e_tot_ev": -26411.0197,
  "e_homo_ev": -8.30,
  "orbital_gap_ha": 0.331,
  "total_charge": 0,
  "smiles": "CC(C)=CCC/C(C)=C/CNCCN[C@H]1[C@@H]2C[C@H]3C[C@@H](C2)C[C@@H]1C3",
  "species": ["C", "C", "C", "C", "C", "C", "C", "C", "C", "C", "N", "C", "C", "N", "C", "C", "C", "C", "C", "C", "C", "C", "C", "C", "H", "H", "H", "H", "H", "H", "H", "H", "H", "H", "H", "H", "H", "H", "H", "H", "H", "H", "H", "H", "H", "H", "H", "H", "H", "H", "H", "H", "H", "H", "H", "H", "H", "H", "H", "H", "H", "H"],
  "positions_angstrom": [[4.262, -2.009, 3.971], [2.888, -2.245, 4.530], [2.865, -3.148, 5.727], [1.812, -1.697, 3.976], [0.391, -1.869, 4.418], [-0.252, -3.146, 3.839], [-0.310, -3.108, 2.334], [0.827, -3.785, 1.629], [-1.315, -2.506, 1.711], [-1.500, -2.372, 0.228], [-2.591, -1.452, -0.044], [-2.972, -1.349, -1.435], [-1.949, -0.628, -2.331], [-1.659, 0.672, -1.760], [-0.558, 1.401, -2.358], [-0.154, 2.582, -1.465], [1.153, 3.176, -1.991], [0.944, 3.682, -3.418], [-0.138, 4.762, -3.424], [-1.444, 4.172, -2.893], [-1.229, 3.668, -1.467], [-1.879, 3.011, -3.786], [-0.797, 1.932, -3.786], [0.509, 2.523, -4.314], [4.735, -2.957, 3.715], [4.224, -1.387, 3.080], [4.891, -1.516, 4.712], [1.890, -3.175, 6.201], [3.130, -4.163, 5.431], [3.602, -2.817, 6.459], [1.944, -1.079, 3.097], [0.330, -1.914, 5.507], [-0.193, -1.009, 4.084], [-1.262, -3.232, 4.245], [0.326, -4.012, 4.164], [0.903, -3.471, 0.592], [1.765, -3.566, 2.137], [0.680, -4.865, 1.646], [-2.113, -2.063, 2.291], [-0.551, -2.062, -0.243], [-1.776, -3.345, -0.199], [-2.332, -0.525, 0.282], [-3.150, -2.355, -1.825], [-3.919, -0.798, -1.470], [-1.015, -1.196, -2.360], [-2.347, -0.586, -3.360], [-2.501, 1.237, -1.759], [0.284, 0.695, -2.392], [-0.012, 2.212, -0.444], [1.471, 4.000, -1.348], [1.940, 2.418, -1.977], [1.882, 4.103, -3.797], [0.172, 5.602, -2.798], [-0.283, 5.136, -4.440], [-2.221, 4.946, -2.896], [-2.164, 3.279, -1.057], [-0.911, 4.494, -0.827], [-2.829, 2.602, -3.432], [-2.038, 3.367, -4.807], [-1.107, 1.102, -4.433], [0.367, 2.879, -5.338], [1.285, 1.754, -4.333]],
  "lowdin_charge": [-0.07, -0.36, -0.05, -0.10, -0.19, -0.17, -0.31, -0.04, -0.06, -0.24, -0.09, -0.23, -0.22, -0.02, -0.29, -0.25, -0.12, -0.30, -0.12, -0.30, -0.11, -0.11, -0.25, -0.12, 0.08, 0.07, 0.08, 0.07, 0.09, 0.08, 0.11, 0.10, 0.11, 0.11, 0.11, 0.07, 0.07, 0.09, 0.11, 0.11, 0.13, 0.10, 0.11, 0.11, 0.11, 0.11, 0.10, 0.15, 0.14, 0.12, 0.12, 0.14, 0.12, 0.12, 0.14, 0.11, 0.12, 0.11, 0.12, 0.14, 0.12, 0.12]
}